## one
{"formula": "H2O4P2", "method": "ωB97M-V/def2-TZVPD", "symbols": ["O", "O", "O", "O", "P", "P", "H", "H"], "xyz": [[1.7542, 1.3900, -0.3833], [0.5219, -2.1770, -0.1021], [0.6751, 0.7780, 1.8226], [-0.9017, -0.9395, -1.8032], [0.5668, 0.8719, 0.3482], [-0.3570, -1.0164, -0.4237], [-0.8380, 2.0451, 0.0209], [-1.4214, -0.9521, 0.5206]], "mulliken_charge": [-0.680, -0.718, -0.674, -0.722, 0.264, 0.566, 0.014, -0.049], "total_charge": -2, "e_homo_ev": 0.1356}

## two
{"formula": "H2O4P2", "method": "ωB97M-V/def2-TZVPD", "symbols": ["O", "O", "O", "O", "P", "P", "H", "H"], "xyz": [[-1.6208, -1.6671, 0.5356], [0.1524, 2.1731, 0.5311], [-0.0105, -0.8540, 2.2842], [-1.1386, 1.1585, -1.4105], [-0.4409, -0.8366, 0.8696], [-0.0473, 1.0489, -0.4189], [1.9906, -1.5248, -1.4537], [1.1150, 0.5020, -0.9373]], "mulliken_charge": [-0.554, -0.695, -0.571, -0.682, 0.304, 0.564, -0.320, -0.047], "total_charge": -2, "e_homo_ev": [1.2318, 1.2312]}

The most stable of them is one.

## one
{"formula": "C4H16NO2", "method": "ωB97M-V/def2-TZVPD", "symbols": ["C", "C", "C", "C", "N", "H", "H", "H", "H", "H", "H", "H", "H", "H", "H", "H", "H", "H", "H", "O", "H", "H", "O"], "xyz": [[1.5680, 0.4902, 0.7875], [0.6631, 0.6790, -0.4336], [0.9072, 0.1043, -1.8390], [0.3339, 0.9229, -3.0481], [-0.5576, 0.0002, 0.0862], [2.4894, 1.0721, 0.8469], [1.9029, -0.5988, 0.9750], [1.0108, 0.8277, 1.6737], [0.5181, 1.7531, -0.5872], [2.0332, 0.0563, -2.0204], [0.6399, -1.0316, -1.9932], [1.0587, 1.5479, -3.5286], [-0.0904, 0.1122, -3.7559], [-0.5898, 1.4720, -2.6568], [-1.2455, -0.1762, -0.6265], [-0.4017, -0.9214, 0.4603], [-1.1646, 0.6081, 0.8399], [-1.3752, -3.4921, 1.3748], [-0.0787, -3.3570, 0.7121], [-0.6741, -2.9035, 1.2028], [-1.8772, 0.4799, 3.0682], [-2.2784, 1.8105, 2.5867], [-1.5110, 1.2357, 2.4505]], "mulliken_charge": [-1.347, 0.248, -0.574, -0.995, -0.236, 0.392, 0.314, 0.363, 0.340, 0.357, 0.282, 0.330, 0.284, 0.294, 0.419, 0.187, 0.387, 0.299, 0.292, -0.623, 0.363, 0.334, -0.712], "total_charge": 1, "e_homo_ev": -15.2413}

## two
{"formula": "C4H16NO2", "method": "ωB97M-V/def2-TZVPD", "symbols": ["C", "C", "C", "C", "N", "H", "H", "H", "H", "H", "H", "H", "H", "H", "H", "H", "H", "H", "H", "O", "H", "H", "O"], "xyz": [[0.6333, 0.8691, 0.9400], [1.4523, -0.3970, 0.7797], [0.7293, -1.6731, 1.1740], [-0.1571, -2.2755, 0.0747], [-0.4138, 1.0027, -0.1752], [0.0593, 0.8533, 1.8545], [1.2695, 1.7464, 0.8772], [1.8805, -0.4058, -0.2259], [2.2786, -0.2103, 1.4601], [1.4623, -2.4252, 1.4657], [0.1531, -1.5253, 2.0827], [-1.1153, -1.7478, 0.0144], [-0.4164, -3.2909, 0.3542], [0.3370, -2.3266, -0.8966], [-0.1576, 0.2871, -0.8801], [-0.2757, 1.8190, -0.7619], [-1.3393, 0.7415, 0.1455], [0.6962, 0.9930, -3.5667], [1.8711, 0.2552, -2.9581], [0.9298, 0.4182, -2.8270], [-3.2146, 3.1128, 0.0117], [-3.7425, 1.9354, 0.7337], [-2.9197, 2.2438, 0.3234]], "mulliken_charge": [-0.658, -0.546, -0.401, -1.087, -0.158, 0.335, 0.380, 0.275, 0.329, 0.334, 0.309, 0.277, 0.362, 0.291, 0.205, 0.347, 0.416, 0.303, 0.321, -0.620, 0.298, 0.312, -0.621], "total_charge": 1, "e_homo_ev": -15.1692}

The most stable of them is two.

## one
{"formula": "C3H5N3O4", "method": "ωB97M-V/def2-TZVPD", "symbols": ["C", "C", "N", "O", "N", "O", "C", "N", "O", "O", "H", "H", "H", "H", "H"], "xyz": [[1.3079, -1.4981, -0.0889], [0.7022, -0.1830, -0.2273], [1.3361, 0.9564, -0.0991], [0.7044, 2.1785, -0.1979], [-0.5435, 2.1834, 0.5067], [-1.4481, 1.3886, -0.2812], [-1.1572, 0.0895, -0.1301], [-1.9880, -0.9554, 0.0142], [-1.5242, -2.1005, -0.0450], [-3.1688, -0.6948, 0.2404], [1.4522, -1.9296, -1.0821], [2.2700, -1.4566, 0.4252], [0.6053, -2.1607, 0.4206], [2.3174, 1.0363, 0.1582], [-0.8656, 3.1462, 0.3864]], "mulliken_charge": [-0.967, 0.554, -0.089, -0.211, -0.234, -0.241, 0.106, 0.933, -0.696, -0.646, 0.275, 0.368, 0.296, 0.252, 0.300], "total_charge": 0, "smiles": "Cc1[nH]o[nH]oc1[N+](=O)[O-]", "e_homo_ev": -7.8256}

## two
{"formula": "C3H5N3O4", "method": "ωB97M-V/def2-TZVPD", "symbols": ["N", "C", "N", "C", "O", "O", "O", "H", "H", "H", "H", "N", "C", "O", "H"], "xyz": [[-0.2925, -2.5468, -0.0346], [0.1931, -1.5025, 0.2918], [0.7180, -0.5386, 0.7273], [1.4042, 0.5740, 0.1834], [0.4901, 1.6127, -0.0147], [2.2879, 1.0239, 1.1374], [1.9573, 0.2654, -1.0168], [-1.2780, -2.8882, -0.1995], [0.8883, 2.4171, 0.3180], [3.1910, 0.5613, 0.8293], [1.2082, 0.3165, -1.6251], [-2.1289, 0.6359, -0.1866], [-2.9613, -0.1946, -0.3447], [-3.7520, -1.0108, -0.6903], [-1.9254, 1.2748, 0.6252]], "mulliken_charge": [-0.554, 0.525, -0.274, 0.633, -0.497, -0.571, -0.546, 0.304, 0.264, 0.378, 0.355, -0.316, 0.508, -0.480, 0.270], "total_charge": 0, "smiles": "N=C=NC(O)(O)O.N=C=O", "e_homo_ev": -10.0700}

The most stable of them is two.

## one
{"formula": "C2H11N2O2", "method": "ωB97M-V/def2-TZVPD", "symbols": ["C", "C", "N", "N", "H", "H", "H", "H", "H", "H", "H", "H", "H", "O", "H", "H", "O"], "xyz": [[0.7796, -0.4131, 0.3481], [0.4953, -1.6698, 0.6883], [1.2981, -2.3607, 1.5730], [0.0211, 0.2451, -0.7328], [1.5835, 0.1640, 0.7719], [-0.3936, -2.2224, 0.4025], [2.2481, -2.0180, 1.6050], [1.3244, -3.3719, 1.5058], [-0.7584, -0.3300, -1.0542], [0.5450, 0.3058, -1.6222], [-0.0297, 1.2590, -0.4874], [1.1562, 3.2130, -0.5424], [0.5145, 3.2262, 0.8548], [0.3810, 2.9340, -0.0270], [-3.2255, 0.4335, -0.3580], [-3.2190, 0.0054, -1.7510], [-2.7204, 0.6001, -1.1744]], "mulliken_charge": [-0.321, -0.092, -0.499, -0.202, 0.298, 0.289, 0.241, 0.269, 0.318, 0.355, 0.361, 0.347, 0.329, -0.697, 0.343, 0.334, -0.672], "total_charge": 1, "e_homo_ev": -12.7440}

## two
{"formula": "C2H11N2O2", "method": "ωB97M-V/def2-TZVPD", "symbols": ["C", "N", "C", "N", "H", "H", "H", "H", "H", "H", "H", "H", "H", "O", "H", "H", "O"], "xyz": [[-1.4701, 1.0885, 1.6535], [-0.7720, 0.6292, 0.4381], [0.4587, 0.2128, 0.4618], [1.0895, -0.3134, -0.5591], [-1.6243, 0.2804, 2.3663], [-2.4360, 1.4942, 1.3588], [-0.9169, 1.8878, 2.1351], [-1.3625, 0.3249, -0.3412], [1.0508, 0.3086, 1.3722], [0.6563, -0.4660, -1.4554], [2.0659, -0.6012, -0.4419], [4.2289, -1.1057, -1.2643], [4.0645, -1.9593, 0.0294], [3.8406, -1.1184, -0.3816], [-3.0984, 0.3879, -2.2718], [-3.1310, -0.9405, -1.5176], [-2.6440, -0.1099, -1.5824]], "mulliken_charge": [-0.870, -0.118, 0.248, -0.206, 0.348, 0.305, 0.337, 0.203, 0.390, 0.204, 0.251, 0.332, 0.337, -0.722, 0.306, 0.313, -0.660], "total_charge": 1, "e_homo_ev": -14.5088}

## three
{"formula": "C2H11N2O2", "method": "ωB97M-V/def2-TZVPD", "symbols": ["C", "C", "N", "N", "H", "H", "H", "H", "H", "H", "H", "H", "H", "O", "H", "H", "O"], "xyz": [[-0.0992, -0.4834, -0.0559], [-1.0588, -0.3359, 0.8995], [-1.8559, 0.8793, 0.9998], [0.1420, 0.4136, -1.0515], [0.5106, -1.3679, -0.1016], [-1.1728, -1.1768, 1.5545], [-2.8634, 0.7220, 0.9167], [-1.7029, 1.5224, 1.7830], [-1.5387, 1.3775, 0.1654], [1.0456, 0.6365, -1.4467], [-0.4638, 1.2048, -1.2146], [-0.4828, -3.5706, 1.5113], [0.9683, -3.1040, 1.3665], [0.1486, -3.2290, 0.8778], [2.9099, 2.1718, -2.8503], [3.0191, 2.3815, -1.3261], [2.4942, 1.9581, -2.0279]], "mulliken_charge": [0.268, -0.750, -0.207, -0.457, 0.409, 0.404, 0.364, 0.367, 0.224, 0.258, 0.144, 0.306, 0.343, -0.646, 0.314, 0.314, -0.655], "total_charge": 1, "e_homo_ev": -12.8104}

## four
{"formula": "C2H11N2O2", "method": "ωB97M-V/def2-TZVPD", "symbols": ["C", "N", "C", "N", "H", "H", "H", "H", "H", "H", "H", "H", "H", "O", "H", "H", "O"], "xyz": [[-0.1263, 1.6486, 0.8274], [-0.7972, -1.7748, -0.2830], [-0.2351, -0.8278, 0.4284], [-0.5585, 0.4114, 0.1882], [0.9016, 1.9234, 0.6054], [-0.2799, 1.6209, 1.9022], [-0.7533, 2.4325, 0.4044], [-1.4359, -1.5316, -1.0272], [-0.6936, -2.7729, -0.2049], [0.3698, -1.0467, 1.2977], [-0.9866, 0.5499, -0.7208], [2.1995, 0.6843, 2.8234], [2.7025, -0.5488, 1.9434], [2.0823, 0.1863, 2.0120], [-1.5521, -0.0561, -3.4350], [-0.1778, -0.7447, -3.6742], [-0.6592, -0.1540, -3.0874]], "mulliken_charge": [-0.787, -0.273, 0.162, -0.170, 0.315, 0.313, 0.302, 0.191, 0.245, 0.479, 0.213, 0.315, 0.310, -0.621, 0.337, 0.323, -0.652], "total_charge": 1, "e_homo_ev": -14.6801}

The most stable of them is two.

## one
{"formula": "C17H27N3O4", "method": "ωB97M-V/def2-TZVPD", "symbols": ["C", "O", "C", "C", "C", "C", "O", "C", "C", "N", "C", "O", "C", "C", "N", "C", "C", "N", "C", "C", "O", "C", "C", "C", "H", "H", "H", "H", "H", "H", "H", "H", "H", "H", "H", "H", "H", "H", "H", "H", "H", "H", "H", "H", "H", "H", "H", "H", "H", "H", "H"], "xyz": [[6.2161, -3.9833, 1.2278], [5.1242, -3.3108, 1.8015], [4.3362, -2.5451, 0.9928], [4.5202, -2.3773, -0.3696], [3.6519, -1.5669, -1.0937], [2.6013, -0.9209, -0.4761], [1.6962, -0.0958, -1.1088], [1.8551, 0.1234, -2.4864], [2.4077, -1.0930, 0.9120], [1.3393, -0.4103, 1.4853], [0.8832, -0.4522, 2.7612], [1.3620, -1.1018, 3.6662], [-0.3255, 0.4572, 2.9647], [-1.4661, 0.1801, 1.9755], [-1.0959, 0.5683, 0.6211], [-1.3098, 1.9705, 0.3127], [-2.7741, 2.3118, 0.0134], [-3.2618, 1.4826, -1.0765], [-4.6144, 1.8223, -1.4762], [-4.6714, 3.1643, -2.2164], [-5.9033, 3.3623, -2.8642], [-3.1383, 0.0805, -0.7106], [-1.6669, -0.2419, -0.4375], [3.2737, -1.8978, 1.6267], [6.6968, -4.5175, 2.0460], [5.8936, -4.7033, 0.4678], [6.9329, -3.2845, 0.7832], [5.3277, -2.8612, -0.8947], [3.8226, -1.4556, -2.1528], [2.8224, 0.5835, -2.7136], [1.7531, -0.8053, -3.0580], [1.0580, 0.8093, -2.7714], [0.7479, 0.0978, 0.8241], [0.0066, 1.4927, 2.8681], [-0.6836, 0.3066, 3.9837], [-2.3679, 0.7010, 2.3283], [-1.6795, -0.8914, 1.9831], [-0.9542, 2.5828, 1.1429], [-0.7109, 2.2024, -0.5725], [-2.8368, 3.3592, -0.2825], [-3.3895, 2.1753, 0.9223], [-5.3127, 1.8427, -0.6209], [-4.9569, 1.0427, -2.1659], [-3.8371, 3.2065, -2.9306], [-4.5810, 4.0019, -1.5228], [-6.0403, 2.6519, -3.5011], [-3.4931, -0.5311, -1.5434], [-3.7472, -0.1632, 0.1797], [-1.5524, -1.2976, -0.1847], [-1.0922, -0.0378, -1.3447], [3.1339, -2.0340, 2.6852]], "mulliken_charge": [-0.870, -0.432, 0.557, -0.781, -0.834, 0.575, -0.279, -1.129, 0.030, 0.023, 0.599, -0.676, -0.984, -0.692, 0.421, -1.338, -0.489, 0.053, -0.688, -0.513, -0.522, -0.853, -0.902, -0.182, 0.248, 0.340, 0.341, 0.382, 0.373, 0.454, 0.416, 0.255, 0.265, 0.279, 0.391, 0.306, 0.566, 0.455, 0.347, 0.439, 0.240, 0.228, 0.515, 0.335, 0.296, 0.317, 0.566, 0.288, 0.587, 0.077, 0.600], "total_charge": 0, "smiles": "COc1ccc(OC)c(NC(=O)CCN2CCN(CCO)CC2)c1", "e_homo_ev": -7.6854}

## two
{"formula": "C17H27N3O4", "method": "ωB97M-V/def2-TZVPD", "symbols": ["C", "C", "O", "C", "O", "C", "C", "C", "C", "C", "O", "N", "C", "C", "N", "C", "C", "O", "C", "C", "C", "C", "N", "C", "H", "H", "H", "H", "H", "H", "H", "H", "H", "H", "H", "H", "H", "H", "H", "H", "H", "H", "H", "H", "H", "H", "H", "H", "H", "H", "H"], "xyz": [[5.7757, -1.0067, -1.2291], [4.9226, -0.7481, -2.4632], [3.5948, -1.2360, -2.2963], [2.7381, -0.4294, -1.6251], [3.0729, 0.6598, -1.2099], [1.4129, -0.9930, -1.4559], [0.3911, -0.4486, -0.6787], [0.4918, 0.8008, 0.1265], [-0.7002, -1.3419, -0.7619], [-2.0213, -1.2506, -0.1102], [-2.6752, -2.2282, 0.2175], [-2.4898, 0.0136, 0.0415], [-3.6351, 0.3045, 0.8654], [-3.2047, 0.6885, 2.2871], [-2.2053, 1.7456, 2.2801], [-1.4962, 1.8295, 3.5481], [-0.4041, 2.8952, 3.4522], [-0.9417, 4.1542, 3.1226], [-1.6383, 4.0811, 1.9026], [-2.7659, 3.0501, 1.9643], [-0.3029, -2.4037, -1.5719], [-1.0979, -3.5974, -1.9573], [0.9574, -2.1805, -1.9967], [1.6844, -3.0403, -2.8901], [5.3759, -0.4533, -0.3832], [6.7945, -0.6790, -1.4149], [5.7806, -2.0674, -0.9884], [4.8830, 0.3260, -2.6731], [5.3136, -1.2839, -3.3314], [0.1774, 1.6635, -0.4639], [1.5297, 0.9721, 0.4010], [-0.1184, 0.7410, 1.0255], [-1.8703, 0.7848, -0.1403], [-4.2187, 1.1024, 0.3992], [-4.2428, -0.6018, 0.9105], [-4.0946, 0.9634, 2.8787], [-2.7473, -0.1912, 2.7466], [-1.0394, 0.8610, 3.7639], [-2.1811, 2.0893, 4.3745], [0.0968, 3.0170, 4.4140], [0.3321, 2.5949, 2.6918], [-2.0393, 5.0789, 1.7169], [-0.9431, 3.8091, 1.0936], [-3.2648, 3.0076, 0.9952], [-3.5009, 3.3638, 2.7271], [-0.5702, -4.5158, -1.7025], [-2.0342, -3.5760, -1.4069], [-1.3136, -3.6025, -3.0265], [1.0188, -3.8113, -3.2698], [2.5224, -3.5112, -2.3736], [2.0804, -2.4661, -3.7274]], "mulliken_charge": [-1.092, -0.286, -0.329, 0.222, -0.684, -0.611, 1.956, -1.872, 0.902, 0.240, -0.713, -0.070, -1.182, -0.901, 0.544, -0.777, -0.463, -0.407, -0.650, -0.566, -0.034, -1.929, 0.027, -1.003, 0.297, 0.380, 0.291, 0.293, 0.332, 0.340, 0.466, 0.444, 0.214, 0.432, 0.491, 0.373, 0.480, 0.409, 0.407, 0.350, 0.216, 0.363, 0.257, 0.297, 0.351, 0.418, 0.384, 0.397, 0.418, 0.265, 0.310], "total_charge": 0, "smiles": "CCOC(=O)c1c(C)c(C(=O)NCCN2CCOCC2)c(C)n1C", "e_homo_ev": -8.3068}

The most stable of them is two.

## one
{"formula": "C6H16N", "method": "ωB97M-V/def2-TZVPD", "symbols": ["C", "C", "N", "H", "H", "H", "H", "H", "H", "H", "H", "C", "C", "C", "C", "H", "H", "H", "H", "H", "H", "H", "H"], "xyz": [[0.0443, -3.1763, 1.0451], [-0.3601, -1.8237, 0.4860], [0.8262, -0.8934, 0.4505], [-0.7916, -3.8532, 1.0519], [0.8501, -3.6455, 0.4519], [0.3944, -3.0453, 2.0422], [-0.7785, -1.8145, -0.5124], [-1.0734, -1.3365, 1.1666], [1.3655, -0.9177, 1.3257], [0.4269, 0.1179, 0.3871], [1.4363, -1.0657, -0.3456], [1.6750, 1.5019, -1.4371], [0.4728, 1.9277, -0.5178], [-0.8267, 1.4986, -0.5885], [-2.0514, 2.0672, 0.1962], [1.3327, 0.7189, -2.1044], [2.0108, 2.3304, -2.1057], [2.5348, 1.1859, -0.8917], [0.7333, 2.6736, 0.2558], [-1.0780, 0.8065, -1.3942], [-1.7019, 2.8443, 0.8794], [-2.7361, 2.5731, -0.5838], [-2.7054, 1.3257, 0.7428]], "mulliken_charge": [-1.287, -0.266, -0.234, 0.379, 0.354, 0.392, 0.376, 0.306, 0.378, 0.128, 0.382, -1.186, -0.172, -0.081, -1.072, 0.349, 0.343, 0.343, 0.280, 0.402, 0.321, 0.294, 0.269], "total_charge": 1, "e_homo_ev": -13.5323}

## two
{"formula": "C6H16N", "method": "ωB97M-V/def2-TZVPD", "symbols": ["C", "C", "C", "C", "C", "C", "N", "H", "H", "H", "H", "H", "H", "H", "H", "H", "H", "H", "H", "H", "H", "H", "H"], "xyz": [[-0.8318, -2.3178, -0.4046], [-0.1535, -1.2816, 0.5203], [-0.1708, 0.1024, -0.1864], [1.1256, 0.7810, 0.0355], [0.8823, 2.3526, 0.4239], [1.9617, 0.8313, -1.2819], [-0.8589, -1.2260, 1.7803], [-0.7115, -3.3443, -0.0340], [-1.9271, -2.1983, -0.2743], [-0.6349, -2.3057, -1.4895], [0.8801, -1.6025, 0.4605], [-3.7049, 0.1766, -0.2364], [-0.6262, 0.3981, -1.1254], [1.7346, 0.3176, 0.8167], [0.0116, 2.4282, 1.1611], [0.7433, 2.9976, -0.4498], [1.7822, 2.8175, 0.9180], [1.2126, 1.0022, -2.0892], [2.7613, 1.5994, -1.4823], [2.4133, -0.1087, -1.6510], [-0.3939, -1.0192, 2.6304], [-4.0242, 0.0117, 0.4528], [-1.4710, -0.4119, 1.5053]], "mulliken_charge": [-1.328, 0.252, -0.363, 0.456, -1.292, -1.335, -0.522, 0.348, 0.324, 0.374, 0.433, -0.094, 0.518, 0.337, 0.369, 0.368, 0.371, 0.381, 0.361, 0.338, 0.279, 0.107, 0.321], "total_charge": 1, "e_homo_ev": -14.4545}

The most stable of them is one.